Record 1
This record from the OMol25 dataset describes a structure of composition C29H52IrN2O9P2S in a non-equilibrium geometry. The level of theory is wB97M-V/def2-TZVPD.

XYZ file:
```
96
Properties=species:S:1:pos:R:3:mulliken_spin:R:1
Ir -0.218 -1.403 -0.589 0.01
C 0.620 -3.425 -4.165 0.00
C 0.603 -3.240 -2.681 0.00
O -0.369 -2.564 -2.203 0.00
C 1.593 -3.827 -1.906 0.00
C 1.577 -3.785 -0.532 0.00
C 2.547 -4.617 0.248 0.00
N 0.652 -3.059 0.141 0.00
N 0.555 -3.445 1.447 0.00
C -0.279 -2.976 2.262 0.00
O -1.147 -1.949 1.888 0.00
C -0.480 -3.576 3.597 -0.01
C -1.613 -3.270 4.346 0.00
C -1.812 -3.863 5.584 0.00
C -0.881 -4.761 6.080 0.00
C 0.247 -5.076 5.330 0.00
C 0.448 -4.489 4.094 0.00
H -0.181 -2.857 -4.631 0.00
H 0.499 -4.482 -4.409 0.00
H 1.586 -3.105 -4.556 0.00
H 2.352 -4.411 -2.403 0.00
H 3.304 -5.029 -0.412 0.00
H 2.021 -5.436 0.738 0.00
H 3.017 -4.021 1.030 0.00
H -2.356 -2.594 3.942 0.01
H -2.698 -3.632 6.161 0.00
H -1.036 -5.226 7.044 0.00
H 0.970 -5.783 5.713 0.00
H 1.329 -4.724 3.511 0.00
C 4.192 -0.095 -1.057 0.00
C 4.124 1.006 -2.092 0.00
C 4.535 2.357 -1.555 0.00
O 2.775 1.142 -2.700 0.00
P 1.374 0.813 -2.151 0.00
O 1.286 -0.612 -1.618 0.00
C 0.918 2.010 -0.898 0.00
P -0.843 1.875 -0.597 -0.02
O -1.374 0.472 -0.725 0.02
O -1.160 2.385 0.851 -0.01
C -1.081 3.805 1.249 0.00
C 0.210 4.037 2.004 0.00
C -2.313 4.103 2.069 0.00
O -1.466 2.889 -1.602 0.00
C -2.932 2.882 -1.852 0.00
C -3.358 4.319 -2.024 0.00
C -3.215 2.018 -3.060 0.00
O 0.367 1.000 -3.307 0.00
C 0.447 1.760 -4.580 0.00
C 0.796 3.210 -4.323 0.00
C 1.382 1.068 -5.544 0.00
H 5.227 -0.201 -0.737 0.00
H 3.852 -1.046 -1.466 0.00
H 3.579 0.140 -0.183 0.00
H 4.750 0.744 -2.943 0.00
H 3.950 2.623 -0.671 0.00
H 4.410 3.132 -2.311 0.00
H 5.587 2.328 -1.273 0.00
H 1.161 3.018 -1.238 0.00
H 1.439 1.778 0.033 0.00
H -1.094 4.408 0.339 0.00
H 0.294 3.338 2.839 0.00
H 0.219 5.050 2.405 0.00
H 1.085 3.920 1.364 0.00
H -2.317 3.514 2.987 0.00
H -3.221 3.881 1.507 0.00
H -2.325 5.160 2.337 0.00
H -3.417 2.453 -0.970 0.01
H -2.874 4.755 -2.899 0.00
H -3.108 4.919 -1.149 0.00
H -4.437 4.356 -2.171 0.00
H -2.774 2.463 -3.953 0.00
H -4.293 1.944 -3.204 0.00
H -2.811 1.016 -2.922 0.00
H -0.574 1.689 -4.950 0.00
H 1.819 3.306 -3.954 0.00
H 0.105 3.657 -3.608 0.00
H 0.724 3.760 -5.260 0.00
H 2.419 1.163 -5.225 0.00
H 1.278 1.524 -6.528 0.00
H 1.134 0.010 -5.627 0.00
C 1.201 -0.743 4.020 0.00
C -0.226 -0.274 3.766 0.05
S -0.777 -0.354 2.053 0.02
O 0.499 -0.279 1.219 0.01
C -3.659 -0.297 2.071 0.72
C -4.484 -1.401 2.627 0.01
H 1.524 -0.388 4.997 0.00
H 1.880 -0.344 3.267 0.00
H 1.281 -1.826 4.010 0.00
H -0.325 0.794 3.987 0.00
H -0.971 -0.813 4.350 -0.03
H -3.515 -0.238 0.998 0.10
H -3.553 0.626 2.630 0.03
H -4.160 -2.377 2.255 0.02
H -5.529 -1.296 2.310 0.07
H -4.487 -1.412 3.717 0.00
```

As for the relative energy (zero: lowest compared OMol25 entry of this formula, charge and spin): 23.2 kcal/mol. The calculation puts the HOMO-LUMO gap (spin up / spin down) at 6.3 / 6.7 eV. The charge is +2. The multiplicity is 2. The HOMO energy (spin up / spin down) is -12.59 / -13.04 eV. Its expectation value of S² is 0.754. The calculation puts the total energy at -84564.46686 eV. The LUMO energy (spin up / spin down) comes out at -6.34 / -6.35 eV.

***

Record 2
This record from the OMol25 dataset describes a structure of composition C29H52P2ReSi in a non-equilibrium geometry. The level of theory is wB97M-V/def2-TZVPD.

XYZ file:
```
85
Properties=species:S:1:pos:R:3:mulliken_spin:R:1
Re 0.801 1.566 0.764 1.62
C 2.764 1.261 1.399 0.09
C 1.929 1.993 2.353 0.10
C 1.111 -0.183 2.120 0.09
C 2.235 -0.060 1.262 0.05
C 0.876 1.066 2.763 -0.03
C 4.013 1.641 0.679 -0.01
H 4.261 2.714 0.749 -0.01
H 3.917 1.357 -0.379 0.00
H 4.887 1.074 1.041 0.00
C 2.832 -1.212 0.534 0.00
H 3.597 -0.899 -0.194 0.00
H 2.004 -1.738 0.029 0.00
H 3.345 -1.945 1.186 0.00
C 0.634 -1.520 2.558 0.01
H 1.471 -2.041 3.041 0.00
H 0.341 -2.093 1.665 0.01
H -0.159 -1.474 3.318 0.00
C -0.038 1.152 3.954 -0.01
H 0.581 0.958 4.851 0.00
H -0.787 0.347 3.924 0.00
H -0.582 2.103 4.061 0.01
C 2.280 3.275 3.030 0.00
H 2.878 3.032 3.928 0.00
H 1.383 3.844 3.307 0.01
H 2.833 3.927 2.344 0.00
C -0.168 3.072 -2.607 0.14
C 0.996 3.400 -2.022 -0.04
C 1.119 4.542 -1.086 -0.02
C 0.229 4.487 0.170 -0.04
C -0.360 3.164 0.616 0.19
C -1.393 2.567 -0.173 0.22
C -2.174 3.399 -1.145 0.08
C -1.458 3.785 -2.442 -0.03
H 0.867 5.471 -1.616 0.00
H -0.643 5.109 0.001 0.01
H 2.164 4.644 -0.765 -0.01
H -1.315 4.875 -2.475 0.00
H -0.183 2.383 -3.444 0.01
H 1.930 2.983 -2.377 0.00
H -2.118 3.526 -3.284 0.00
H -3.065 2.825 -1.442 0.01
H -1.858 1.581 0.005 0.26
H -2.598 4.292 -0.654 0.02
H 0.768 4.932 1.006 0.00
H -0.513 3.148 1.702 0.04
P -0.127 -1.002 -2.207 -0.03
P -1.910 -0.570 0.724 0.08
C -1.833 -0.297 -2.179 0.06
C -2.750 -0.507 -0.953 0.00
H -2.341 -0.794 -3.028 0.00
H -1.803 0.789 -2.412 -0.02
H -3.441 0.349 -0.887 -0.01
H -3.353 -1.437 -1.040 0.00
C -2.445 -2.093 1.552 0.02
H -2.307 -1.960 2.644 0.00
H -1.791 -2.903 1.228 -0.01
H -3.491 -2.326 1.318 0.01
C -2.993 0.485 1.809 0.04
H -3.989 0.298 1.432 -0.01
H -2.786 1.554 1.775 0.01
H -2.926 0.135 2.844 0.00
C 0.429 -1.809 -3.717 0.00
H 1.505 -1.630 -3.862 0.00
H -0.104 -1.498 -4.638 0.00
H 0.272 -2.895 -3.568 0.00
C 1.084 0.349 -1.901 0.02
H 2.076 -0.009 -1.547 -0.04
H 0.592 1.049 -1.117 0.15
H 1.177 0.999 -2.796 0.00
C -0.644 -5.021 -2.484 0.00
Si -0.345 -4.972 -0.639 0.00
C -1.913 -5.431 0.302 0.00
C 1.189 -5.915 -0.211 0.00
C -0.141 -3.178 -0.282 -0.01
C -0.131 -2.130 -0.901 0.03
H -1.108 -5.957 -2.813 0.00
H 0.263 -4.882 -3.077 0.00
H -1.328 -4.210 -2.759 0.00
H -2.237 -6.471 0.158 0.00
H -1.796 -5.259 1.383 0.00
H -2.742 -4.785 -0.024 0.00
H 2.089 -5.495 -0.675 0.00
H 1.375 -5.962 0.867 0.00
H 1.087 -6.941 -0.575 0.00
```

The calculation puts the HOMO-LUMO gap (spin up / spin down) at 6.4 / 7.3 eV. The charge is +2. The multiplicity is 4. The HOMO energy (spin up / spin down) is -12.18 / -13.57 eV. Its expectation value of S² is 3.773. The calculation puts the total energy at -59480.99803 eV. The LUMO energy (spin up / spin down) comes out at -5.77 / -6.25 eV.